<1>
C4H3NS as an isolated structure. Source: OMol25; level of theory: ωB97M-V/def2-TZVPD.

Structure (XYZ):
```
9
Properties=species:S:1:pos:R:3:nbo_charge:R:1
C -0.918 0.934 0.079 0.077
C -2.208 1.198 0.124 -0.340
C -0.099 -0.171 -0.049 0.098
C 1.366 -0.088 -0.019 -0.629
N -0.905 -1.175 -0.140 -0.548
S -2.494 -0.554 -0.075 0.646
H 1.800 0.797 -0.587 0.230
H 1.794 -0.929 -0.303 0.232
H 1.664 -0.013 0.970 0.234
```

Results
spin multiplicity	1
net charge	0
LUMO	-1.3	eV
highest occupied orbital energy	-9.87	eV


<2>
C4H3NS in the gas phase. Source: OMol25; level of theory: ωB97M-V/def2-TZVPD.

Structure (XYZ):
```
9
Properties=species:S:1:pos:R:3:nbo_charge:R:1
S 0.765 0.088 -1.811 0.179
C 0.187 -0.057 -0.320 -0.212
C 0.436 -0.973 0.773 -0.344
C -0.331 -0.552 1.779 0.044
N -1.168 0.565 1.507 -0.406
C -0.876 0.871 0.294 0.085
H 1.047 -1.843 0.779 0.239
H -0.322 -0.938 2.791 0.209
H -1.290 1.693 -0.294 0.206
```

Results
spin multiplicity	1
net charge	0
LUMO	-1.9	eV
SMILES	S=C1C=CN=C1
highest occupied orbital energy	-9.26	eV


Most stable of them? <2>.


<1>
C4H3NS in the gas phase. Source: OMol25; level of theory: ωB97M-V/def2-TZVPD.

Structure (XYZ):
```
9
Properties=species:S:1:pos:R:3:nbo_charge:R:1
C -1.821 -1.504 0.044 0.291
C -1.380 -0.306 0.253 -0.592
C 0.079 -0.503 0.080 0.283
C 0.314 0.904 -0.300 -0.482
N 0.875 -1.451 0.351 -0.570
S -1.399 1.469 0.374 0.269
H 1.182 1.200 0.149 0.219
H 0.287 1.281 -1.256 0.240
H 1.863 -1.091 0.305 0.341
```

Results
spin multiplicity	1
net charge	0
LUMO	-0.6	eV
highest occupied orbital energy	-9.27	eV


<2>
C4H3NS in the gas phase. Source: OMol25; level of theory: ωB97M-V/def2-TZVPD.

Structure (XYZ):
```
9
Properties=species:S:1:pos:R:3:nbo_charge:R:1
S 1.378 -1.745 1.380 0.187
C 0.468 -0.790 0.483 -0.218
C -0.944 -0.279 0.490 -0.331
C -0.956 0.731 -0.365 0.021
N 0.269 0.966 -1.094 -0.411
C 1.107 0.097 -0.635 0.072
H -1.799 -0.530 1.206 0.251
H -1.726 1.469 -0.555 0.214
H 2.202 0.082 -0.911 0.216
```

Results
spin multiplicity	1
net charge	0
LUMO	-1.7	eV
SMILES	S=C1C=CN=C1
highest occupied orbital energy	-9.20	eV


Most stable of them? <2>.